No. 1
ORCA calculation (ωB97M-V with the def2-TZVPD basis set) on a molecular structure, C10H22 in a non-equilibrium geometry.

Cartesian coordinates (Å):
1 C 3.353 0.904 -0.757
2 C 2.684 -0.437 -1.116
3 C 2.882 -1.331 0.043
4 C 3.147 -0.272 1.079
5 C 2.934 1.162 0.615
6 C -2.707 -0.022 -0.097
7 C -4.197 0.225 -0.067
8 C -2.250 -1.312 -0.760
9 C -2.098 -0.190 1.367
10 C -2.183 1.333 -0.571
11 H 4.420 0.603 -0.895
12 H 3.433 1.892 -1.351
13 H 2.796 -0.977 -2.262
14 H 1.554 -0.149 -1.106
15 H 3.708 -2.056 -0.355
16 H 1.946 -1.995 0.387
17 H 4.190 -0.458 1.616
18 H 2.497 -0.484 1.807
19 H 3.620 1.923 0.998
20 H 1.925 1.457 0.791
21 H -4.663 1.281 -0.864
22 H -4.724 -0.857 -0.030
23 H -4.305 0.620 1.115
24 H -1.204 -1.160 -0.732
25 H -2.500 -1.947 0.289
26 H -2.547 -1.478 -1.837
27 H -1.137 -0.451 1.032
28 H -2.472 -1.163 1.865
29 H -2.358 0.660 2.089
30 H -2.290 2.236 -0.005
31 H -1.091 1.187 -0.632
32 H -2.365 1.253 -1.658

Its gap between HOMO and LUMO is 10.8 eV. Its LUMO energy is 0.7 eV. The calculation puts the strongest force on any atom at 7.1 eV Å⁻¹. Its net charge is 0. The calculation puts the energy relative to the best compared isomer or geometry (same formula, charge and spin) at 664.9 kJ/mol.

No. 2
ORCA calculation (ωB97M-V with the def2-TZVPD basis set) on 2 unconnected molecules or ions with the total composition C10H22 in a non-equilibrium geometry.

Cartesian coordinates (Å):
1 C 1.663 -3.018 0.874
2 C 0.463 -2.104 0.757
3 C -0.839 -2.729 1.240
4 C 0.391 -1.520 -0.620
5 C 0.496 -0.823 1.719
6 H 1.978 -3.252 1.917
7 H 1.505 -4.222 0.528
8 H 2.585 -2.619 0.462
9 H -1.773 -2.113 1.083
10 H -1.156 -3.677 0.613
11 H -0.901 -2.955 2.298
12 H -0.705 -1.096 -0.627
13 H 0.845 -2.211 -1.431
14 H 1.243 -0.702 -0.568
15 H 1.720 -0.454 1.854
16 H -0.257 0.067 1.507
17 H 0.248 -1.099 2.810
18 C -0.898 3.301 -0.138
19 C -1.749 2.238 -0.958
20 C -0.891 1.434 -1.855
21 C 0.468 1.681 -1.227
22 C 0.529 3.103 -0.730
23 H -1.131 4.366 -0.034
24 H -0.777 2.876 0.947
25 H -2.508 2.644 -1.626
26 H -2.266 1.653 -0.169
27 H -0.960 1.690 -2.872
28 H -1.158 0.353 -1.893
29 H 1.195 1.240 -1.879
30 H 0.646 0.948 -0.376
31 H 0.645 3.811 -1.580
32 H 1.349 3.191 -0.024

Its gap between HOMO and LUMO is 11.1 eV. Its LUMO energy is 0.8 eV. The calculation puts the strongest force on any atom at 4.0 eV Å⁻¹. As for the SMILES: CC(C)(C)C.C1CCCC1. Its net charge is 0. The calculation puts the energy relative to the best compared isomer or geometry (same formula, charge and spin) at 346.8 kJ/mol.

No. 3
ORCA calculation (ωB97M-V with the def2-TZVPD basis set) on a single C10H22BNO molecule in a non-equilibrium geometry.

Cartesian coordinates (Å):
1 C -0.860 -2.652 1.327
2 B -0.345 -1.882 0.083
3 O -0.098 -2.690 -0.946
4 N 0.012 -0.480 -0.023
5 C -0.597 0.760 1.167
6 C -2.084 0.756 0.965
7 C -0.190 0.360 2.585
8 C -0.040 2.094 0.865
9 C 0.104 2.307 -0.680
10 C 1.181 1.429 -1.184
11 C 0.814 -0.032 -1.229
12 C 2.165 -0.755 -1.414
13 C -0.067 -0.180 -2.544
14 H -1.454 -2.021 1.934
15 H -0.006 -2.739 2.061
16 H -1.203 -3.740 1.292
17 H -0.433 -3.571 -0.946
18 H -2.103 0.709 -0.046
19 H -2.592 1.611 1.356
20 H -2.371 -0.302 1.329
21 H -0.850 -0.246 3.036
22 H 0.078 1.206 3.193
23 H 0.749 -0.213 2.616
24 H 0.954 2.249 1.274
25 H -0.766 2.772 1.265
26 H -0.800 2.066 -1.121
27 H 0.435 3.310 -0.874
28 H 1.518 1.804 -2.117
29 H 2.102 1.609 -0.635
30 H 2.485 -0.800 -2.477
31 H 2.182 -1.734 -0.965
32 H 2.880 -0.253 -0.894
33 H -0.061 -1.328 -2.758
34 H 0.318 0.474 -3.266
35 H -1.060 0.103 -2.230

Its gap between HOMO and LUMO is 9.2 eV. Its LUMO energy is 0.7 eV. The calculation puts the strongest force on any atom at 4.2 eV Å⁻¹. As for the SMILES: CB(O)N1C(C)(C)CCCC1(C)C. Its net charge is 0. The calculation puts the energy relative to the best compared isomer or geometry (same formula, charge and spin) at 118.4 kJ/mol.

No. 4
ORCA calculation (ωB97M-V with the def2-TZVPD basis set) on a single C10H22N2O molecule in a non-equilibrium geometry.

Cartesian coordinates (Å):
1 H 1.923 -2.967 1.510
2 N 1.309 -2.469 0.845
3 C 0.851 -1.283 1.146
4 O 1.118 -0.659 2.380
5 C 1.949 -1.271 3.384
6 N -0.110 -0.788 0.251
7 C -0.709 0.511 0.644
8 C 0.208 1.748 0.572
9 C -0.413 3.113 0.968
10 C -0.615 3.029 2.480
11 C -0.229 -1.433 -1.050
12 C -0.093 -0.483 -2.245
13 C -0.141 -1.177 -3.549
14 C -1.546 -1.537 -4.032
15 H 2.696 -2.033 3.009
16 H 1.250 -1.747 3.972
17 H 2.538 -0.517 4.079
18 H -1.072 0.428 1.730
19 H -1.511 0.763 -0.009
20 H 1.062 1.584 1.297
21 H 0.549 1.925 -0.402
22 H -1.415 3.294 0.555
23 H 0.377 3.820 0.627
24 H -1.619 2.631 2.814
25 H 0.178 2.510 3.063
26 H -0.653 4.074 2.860
27 H -1.214 -1.963 -1.109
28 H 0.483 -2.266 -1.306
29 H 0.829 0.056 -2.132
30 H -0.920 0.328 -2.170
31 H 0.464 -2.048 -3.472
32 H 0.279 -0.432 -4.295
33 H -1.543 -2.324 -4.831
34 H -2.021 -0.546 -4.380
35 H -2.241 -1.870 -3.202

Its gap between HOMO and LUMO is 9.1 eV. Its LUMO energy is 0.9 eV. The calculation puts the strongest force on any atom at 4.1 eV Å⁻¹. As for the SMILES: [H]/N=C(\OC)N(CCCC)CCCC. Its net charge is 0. The calculation puts the energy relative to the best compared isomer or geometry (same formula, charge and spin) at 151.2 kJ/mol.

No. 5
ORCA calculation (ωB97M-V with the def2-TZVPD basis set) on 2 unconnected molecules or ions with the total composition C10H22N2O5S in a non-equilibrium geometry.

Cartesian coordinates (Å):
1 C 0.145 -1.814 1.669
2 C 0.360 -0.715 0.663
3 O 0.395 -0.994 -0.521
4 N 0.461 0.628 1.041
5 C 0.893 0.872 2.419
6 C -0.730 1.425 0.646
7 C -2.067 0.688 0.784
8 C -3.212 1.636 1.190
9 C -4.358 0.830 1.803
10 S -4.905 -0.536 0.753
11 O -6.306 -0.716 1.089
12 O -4.660 -0.064 -0.608
13 O -4.026 -1.647 1.161
14 H 1.042 -1.940 2.279
15 H -0.066 -2.741 1.154
16 H -0.648 -1.548 2.363
17 H 1.668 1.641 2.407
18 H 1.332 -0.003 2.882
19 H 0.091 1.261 3.049
20 H -0.609 1.757 -0.385
21 H -0.720 2.333 1.248
22 H -2.314 0.268 -0.184
23 H -2.027 -0.082 1.546
24 H -2.818 2.278 1.984
25 H -3.545 2.226 0.341
26 H -3.969 0.354 2.704
27 H -5.214 1.432 2.095
28 C 3.933 1.076 -3.633
29 C 4.010 0.175 -2.451
30 O 4.200 0.462 -1.322
31 N 3.840 -1.319 -2.724
32 C 2.608 -1.867 -2.038
33 H 4.368 2.033 -3.362
34 H 4.478 0.660 -4.482
35 H 2.888 1.218 -3.916
36 H 3.840 -1.535 -3.719
37 H 4.653 -1.747 -2.275
38 H 2.532 -2.924 -2.280
39 H 1.735 -1.332 -2.398
40 H 2.722 -1.729 -0.971

Its gap between HOMO and LUMO is 4.7 eV. Its LUMO energy is -1.9 eV. The calculation puts the strongest force on any atom at 1.2 eV Å⁻¹. Its net charge is 0.

No. 6
ORCA calculation (ωB97M-V with the def2-TZVPD basis set) on a molecular structure, C10H22N3O13PbS2 in a non-equilibrium geometry.

Cartesian coordinates (Å):
1 Pb -24.854 26.594 -4.371
2 N -26.373 27.813 -6.477
3 O -26.919 26.888 -5.817
4 O -26.941 28.333 -7.402
5 O -25.204 28.135 -6.105
6 C -28.127 31.660 -7.196
7 C -28.662 30.586 -6.242
8 O -29.400 31.276 -5.231
9 S -29.080 32.847 -5.219
10 O -28.442 33.199 -4.006
11 O -30.203 33.579 -5.675
12 O -27.973 32.806 -6.379
13 H -28.842 31.815 -8.008
14 H -27.203 31.372 -7.691
15 H -27.856 30.039 -5.762
16 H -29.347 29.955 -6.801
17 C -26.633 27.851 -12.042
18 C -26.803 27.067 -10.751
19 O -27.116 25.735 -11.142
20 S -27.895 25.693 -12.544
21 O -29.279 25.565 -12.272
22 O -27.284 24.811 -13.465
23 O -27.555 27.211 -12.939
24 H -25.655 27.712 -12.501
25 H -26.955 28.880 -11.915
26 H -27.636 27.422 -10.144
27 H -25.866 27.046 -10.199
28 C -23.325 26.317 -8.893
29 C -22.873 25.883 -7.534
30 O -23.589 26.069 -6.544
31 N -21.604 25.412 -7.399
32 C -21.092 24.436 -8.358
33 H -24.266 26.855 -8.799
34 H -23.521 25.424 -9.494
35 H -22.631 26.949 -9.442
36 H -21.495 25.167 -6.421
37 H -20.440 23.632 -8.025
38 H -20.599 24.959 -9.176
39 H -21.887 23.839 -8.817
40 C -21.829 29.501 -2.488
41 C -22.416 29.232 -3.840
42 O -23.411 28.480 -3.986
43 N -21.866 29.814 -4.897
44 C -22.372 29.673 -6.250
45 H -21.012 30.219 -2.551
46 H -21.422 28.570 -2.095
47 H -22.561 29.906 -1.793
48 H -21.245 30.575 -4.671
49 H -23.426 29.974 -6.256
50 H -22.446 28.624 -6.532
51 H -21.852 30.333 -6.932

Its gap between HOMO and LUMO is 8.5 eV. Its LUMO energy is -4.5 eV. The calculation puts the strongest force on any atom at 1.8 eV Å⁻¹. Its net charge is +1.